1.
The following is a DFT calculation (wB97M-V/def2-TZVPD) of a 2-piece molecular cluster, C5H10OS3 overall at a distorted geometry.

Geometry as XYZ:
```
19
Properties=species:S:1:pos:R:3:lowdin_charge:R:1
S 1.02990 1.44685 0.52099 0.853
S -0.08655 -2.70320 1.76538 0.651
S -0.92518 2.16582 -1.69972 0.908
O -2.31589 -0.29870 -0.89729 -0.025
C -1.30934 -0.00602 -0.23487 -0.430
C 0.93758 0.23577 1.95104 -0.380
C 0.38888 3.31719 -2.01600 -0.412
C -0.23600 -3.72039 0.29164 -0.526
C -0.35083 1.03635 -0.49592 -0.832
H 0.31400 -3.38135 -0.57543 0.034
H -1.23248 -0.40881 0.80190 0.062
H 0.14874 3.61574 -3.10427 0.075
H 0.42439 4.17776 -1.42364 0.017
H 1.24027 2.72584 -1.84794 -0.015
H 0.07529 0.54519 2.45089 0.019
H 1.82130 0.52457 2.61051 0.071
H 1.21013 -0.67604 1.56965 -0.090
H 0.04663 -4.75893 0.42583 0.033
H -1.18084 -3.83765 -0.09274 -0.013
```

The energy above the lowest of the compared OMol25 structures with the same formula, charge and spin is 57.0 kcal/mol. As for the HOMO energy (spin up / spin down): -9.04 / -7.39 eV. Its energy is -39896.39154 eV.

2.
The following is a DFT calculation (wB97M-V/def2-TZVPD) of a 2-piece molecular cluster, C10H16 overall at a distorted geometry.

Geometry as XYZ:
```
26
Properties=species:S:1:pos:R:3:lowdin_charge:R:1
C 2.26121 1.56608 0.26380 -0.165
C -1.57373 -1.40719 1.08221 0.033
C -1.44435 0.79153 -0.15227 -0.173
C 0.20787 -1.04574 -0.59711 0.003
C 0.80860 -2.23082 -0.27635 0.001
C -2.95843 1.03861 -0.21819 -0.056
C -1.00876 -0.61750 0.02970 -0.107
C -1.00962 -2.60544 1.36657 0.001
C 2.63614 2.03391 -1.14039 -0.153
C 0.16232 -3.03671 0.68880 0.062
H 0.47743 -4.07269 0.71074 0.136
H -2.38139 -1.00073 1.67552 0.139
H 1.69606 0.63157 0.21735 0.020
H 3.10142 1.22772 -1.70888 0.065
H 3.37101 2.83237 -1.09466 0.069
H 0.60764 -0.48923 -1.43161 0.131
H 3.11231 1.52586 0.94987 0.073
H 1.76330 2.41766 -1.66786 0.060
H 1.81930 -2.41179 -0.60156 0.133
H -1.42140 -3.29237 2.09814 0.133
H 1.66767 2.30257 0.82639 0.069
H -3.15478 1.89213 -0.85806 0.085
H -3.31854 1.31755 0.77612 0.085
H -0.98023 1.17432 -1.05038 0.116
H -0.90775 1.27275 0.67703 0.153
H -3.53331 0.18559 -0.56494 0.086
```

Its charge is +1. The energy above the lowest of the compared OMol25 structures with the same formula, charge and spin is 8.3 kcal/mol. As for the HOMO energy (spin up / spin down): -14.63 / -14.68 eV. As for the spin multiplicity: 2. Its energy is -10620.51422 eV.

3.
The following is a DFT calculation (wB97M-V/def2-TZVPD) of a 2-piece molecular cluster, C4H9N2O2 overall at a distorted geometry.

Geometry as XYZ:
```
17
Properties=species:S:1:pos:R:3:lowdin_charge:R:1
O 2.55513 4.55501 -4.80293 -0.159
O 4.50176 4.25729 -3.65974 -0.166
N 0.67380 -1.74392 -0.71400 0.068
N -1.26899 -0.87462 2.32724 -0.011
C -2.63883 -1.21993 2.45684 -0.179
C -0.84893 -0.74026 1.02081 -0.281
C 0.28576 -1.76732 0.61620 -0.348
C 3.28465 4.10962 -3.89835 -0.745
H -2.79279 -1.74946 3.40327 0.068
H -1.68549 -0.96478 0.34707 0.106
H -3.30108 -0.34311 2.52535 0.091
H -3.05362 -1.85693 1.66011 0.082
H 2.78423 3.35244 -3.20541 0.071
H 1.10568 -1.70447 1.34534 0.126
H 0.97617 -0.79731 -0.98021 0.043
H -0.11641 -2.78582 0.69345 0.099
H -0.46105 0.27357 0.86495 0.136
```

Its charge is -1. The energy above the lowest of the compared OMol25 structures with the same formula, charge and spin is 150.5 kcal/mol. As for the HOMO energy: -3.61 eV. Its energy is -11364.64036 eV.

4.
The following is a DFT calculation (wB97M-V/def2-TZVPD) of C18H28N6O2 in the gas phase at a distorted geometry.

Geometry as XYZ:
```
54
Properties=species:S:1:pos:R:3:lowdin_charge:R:1
O -1.67760 -1.78137 -0.31462 -0.215
O -1.45783 1.70982 -1.70149 0.058
N 1.83941 -0.76789 -0.21845 -0.078
N -3.50173 0.94888 -1.13402 0.074
N -2.28771 -0.02868 3.12508 0.047
N 0.24617 0.49657 0.80047 0.187
N -0.78508 0.55590 1.62935 0.024
N -2.57128 1.19754 2.68873 0.062
C -1.67532 1.56522 1.79934 -0.299
C -0.43069 -1.61531 2.53300 0.027
C -2.46631 1.81121 -1.03420 -0.505
C -1.21051 -2.86798 -1.07200 -0.092
C 4.35150 0.66053 -0.46439 -0.393
C -1.20101 -0.43460 2.49667 -0.307
C 0.61784 -1.71096 1.67857 0.010
C 0.91532 -0.63305 0.77207 -0.285
C 4.16601 -0.51900 0.49356 -0.144
C 1.97059 0.31726 -1.17332 -0.148
C 5.38007 1.64792 0.07843 -0.075
C -3.93030 -1.47388 -1.28086 -0.152
C -2.67782 2.93048 -0.02554 -0.093
C 3.08605 -1.47388 -0.02795 -0.154
C 2.99928 1.34015 -0.69516 -0.145
C -3.06106 -1.79117 -0.05698 -0.222
C -3.46652 -0.20693 -1.99772 -0.178
C -1.59524 2.84932 1.05929 -0.105
H -4.96191 -1.35832 -0.94206 0.114
H -3.90204 -2.30348 -1.98921 0.106
H 5.10600 -1.06130 0.61240 0.117
H 3.39240 -1.87990 -0.99837 0.128
H -2.42801 -0.30859 -2.32344 0.117
H 2.29642 -0.12225 -2.12174 0.128
H 0.99222 0.77910 -1.30721 0.104
H 3.09714 2.13501 -1.43497 0.120
H 2.95757 -2.30636 0.66325 0.106
H -2.58294 3.88347 -0.54928 0.122
H -4.09783 -0.03483 -2.87934 0.123
H -3.21242 -1.02755 0.70951 0.106
H -0.70345 -2.40332 3.21575 0.120
H 5.51691 2.47384 -0.61546 0.076
H -0.61286 2.90082 0.58633 0.112
H 5.05052 2.05375 1.03252 0.080
H 2.64535 1.78328 0.23713 0.116
H -1.60813 -2.86300 -2.09234 0.088
H 1.20936 -2.61129 1.65103 0.103
H -3.36174 -2.76302 0.36360 0.127
H -1.47121 -3.82107 -0.59384 0.095
H 4.71293 0.27123 -1.42404 0.141
H -4.30576 1.05753 -0.53652 0.142
H -1.71665 3.67972 1.75694 0.119
H 6.34088 1.15964 0.22657 0.075
H -3.66432 2.86928 0.43402 0.111
H -0.12775 -2.76434 -1.11350 0.082
H 3.86307 -0.14410 1.47442 0.125
```

The energy above the lowest of the compared OMol25 structures with the same formula, charge and spin is 0.0 kcal/mol. As for the HOMO energy: -8.15 eV. Its energy is -32155.85424 eV. The SMILES is COCCCNC(=O)CCc1nnc2ccc(N3CCC(C)CC3)nn12.

5.
The following is a DFT calculation (wB97M-V/def2-TZVPD) of an isolated ion of composition C3H5N2O4 and charge +1 at a distorted geometry.

Geometry as XYZ:
```
14
Properties=species:S:1:pos:R:3:lowdin_charge:R:1
O 2.19823 -0.07860 0.72007 0.311
O -0.85762 1.27415 -0.85105 -0.019
O 0.68474 -2.02291 -0.72216 0.036
O 0.64869 1.48467 2.17859 0.246
N 0.31376 1.15986 1.09509 -0.120
N -0.77116 1.54829 0.50367 0.139
C 0.04954 -0.94142 -0.09430 -0.251
C -0.72335 -0.11243 -1.22034 -0.030
C 1.06045 -0.01231 0.50798 -0.240
H -1.62451 -0.78567 -1.35970 0.165
H -0.14155 0.11002 -2.14128 0.167
H -1.59203 2.11495 0.93882 0.277
H 1.42527 -2.26130 -0.15556 0.118
H -0.67047 -1.47730 0.60016 0.200
```

Its charge is +1. The energy above the lowest of the compared OMol25 structures with the same formula, charge and spin is 17.2 kcal/mol. As for the HOMO energy: -15.84 eV. Its energy is -14348.22290 eV. The SMILES is O=C1[C@H](O)CON[N+]1=O.

6.
The following is a DFT calculation (wB97M-V/def2-TZVPD) of C4H11NO4 in the gas phase at a distorted geometry.

Geometry as XYZ:
```
20
Properties=species:S:1:pos:R:3:lowdin_charge:R:1
O 0.53350 1.37428 1.43035 0.060
O -0.99066 -1.16711 -0.86829 -0.158
O 0.53855 1.73377 -0.82196 0.058
O 1.54328 -0.63109 -1.33437 -0.047
N 1.50907 -0.17643 0.00426 -0.160
C -2.09730 0.92175 -0.39974 -0.047
C 0.40674 0.77773 0.17852 -0.606
C -1.00448 0.14823 0.21299 -0.140
C 1.55766 -1.28503 0.93895 -0.055
H 2.53293 -1.75923 0.83876 0.090
H 1.03900 1.31168 -1.54056 0.113
H 0.69956 -1.13289 -1.47925 0.084
H 1.45170 -0.88085 1.94342 0.091
H -1.19958 -0.28002 1.19538 0.143
H -1.85387 1.96157 -0.56521 0.085
H -3.05496 0.77995 0.09312 0.082
H -2.11893 0.29849 -1.36009 0.117
H -1.59462 -1.88973 -0.61439 0.084
H 0.77273 -2.02699 0.74928 0.081
H 1.32968 1.92194 1.39882 0.126
```

The energy above the lowest of the compared OMol25 structures with the same formula, charge and spin is 76.7 kcal/mol. As for the HOMO energy: -9.14 eV. Its energy is -14003.81389 eV. The SMILES is C[C@@H](O)C(O)(O)N(C)O.

7.
The following is a DFT calculation (wB97M-V/def2-TZVPD) of a 2-piece molecular cluster, C2INO3 overall at a distorted geometry.

Geometry as XYZ:
```
7
Properties=species:S:1:pos:R:3:lowdin_charge:R:1
I 10.52271 0.27362 -0.72058 -1.000
O -1.76848 1.28006 -1.58963 0.017
O -2.41908 -2.36783 1.53024 -0.168
O -0.45019 1.26203 0.20623 0.076
N -2.28654 -0.22524 0.23280 0.165
C -1.31198 0.98717 -0.52247 -0.744
C -2.28643 -1.20981 0.86340 -0.348
```

Its charge is -2. The energy above the lowest of the compared OMol25 structures with the same formula, charge and spin is 15.5 kcal/mol. As for the HOMO energy: -1.99 eV. Its energy is -17810.02533 eV.

8.
The following is a DFT calculation (wB97M-V/def2-TZVPD) of C4H5NO in the gas phase.

Geometry as XYZ:
```
11
Properties=species:S:1:pos:R:3:lowdin_charge:R:1
O -1.66596 1.53959 -0.25616 -0.052
N -0.29465 1.42646 -0.32593 0.032
C 2.63005 -0.37062 0.01647 0.131
C -0.83389 -0.93012 0.21295 -0.028
C 0.08149 0.22346 -0.10321 -0.375
C 1.49255 -0.01191 -0.13330 -0.088
H -0.27710 -1.83719 0.46255 0.083
H 3.62182 -0.71032 0.19687 0.028
H -1.46693 -1.12670 -0.65610 0.087
H -1.49736 -0.67699 1.04529 0.084
H -1.79003 2.47434 -0.45943 0.098
```

The energy above the lowest of the compared OMol25 structures with the same formula, charge and spin is 79.7 kcal/mol. As for the HOMO energy: -9.29 eV. Its energy is -7763.07238 eV. The SMILES is C#C/C(C)=N/O.